# 1
C25H25Cl2F9N2O6PSV as an isolated structure in a non-equilibrium geometry. Source: OMol25; level of theory: the ωB97M-V functional and the def2-TZVPD basis.

```
72
C25H25Cl2F9N2O6PSV (the ωB97M-V functional and the def2-TZVPD basis)
V 1.3390 -1.3485 -0.1044
Cl -0.3250 -3.7502 3.3774
Cl -4.2405 -0.0201 2.9492
S 1.8337 -0.4668 4.4349
P 0.3706 0.8512 -1.0910
F 6.2365 -0.5246 -2.1441
F 4.4646 0.4355 -2.9258
F 5.6427 -1.6056 0.4486
F 4.4691 -2.3436 -3.5058
F 5.8129 -3.0314 -1.1726
F 4.1399 -3.1300 0.1922
F 2.5569 -1.3973 -3.1393
F 5.0771 0.8002 -0.8929
F 3.0205 -3.2639 -2.1839
O -2.7495 1.5426 -0.9393
O -0.7496 -2.2509 -2.5126
O 3.0855 -0.8303 -0.6088
O -0.1042 -2.5669 -0.4066
O 1.8087 1.5515 -0.9295
O -0.0963 1.2403 -2.5681
N -1.9351 -1.7587 1.9058
N 1.3482 -1.1490 1.8015
C -1.8336 -0.5547 1.1255
C -2.4167 -2.1411 -0.7890
C -0.6425 1.9944 -0.1252
C -3.4198 -1.0975 5.2571
C 4.1116 -1.3239 -1.3451
C -0.8210 1.7786 1.1925
C 2.5039 3.6876 -0.0432
C 1.5878 -0.8509 2.9241
C -2.1950 -1.7904 3.2652
C 4.9556 -2.2943 -0.4637
C -3.1864 -1.0246 3.8940
C 4.9965 -0.1354 -1.8342
C -2.7952 0.2100 -1.1203
C -1.5043 -2.6917 4.0959
C -3.5998 3.6454 -0.1883
C 3.5503 -2.0950 -2.5762
C -2.6909 -1.9704 6.0426
C 0.2445 0.4738 -3.7511
C -1.2428 0.5082 1.7314
C -3.7258 2.1454 -0.0715
C 2.1216 2.9118 -1.2833
C -1.0174 -2.3575 -1.3342
C -0.7745 0.7964 -4.8146
C -1.7400 -2.7863 5.4512
C -2.3985 -0.7261 -0.2397
H 0.2392 -0.5857 -3.5094
H -3.5999 3.9436 -1.2366
H -0.6907 2.5912 1.9014
H -3.0188 -0.0863 -2.1423
H -0.4639 3.0123 -0.4661
H 1.6574 3.7874 0.6364
H -2.8776 -2.0323 7.1054
H 2.9595 2.8542 -1.9786
H -3.5576 1.7940 0.9488
H -4.4523 4.1177 0.3009
H -1.0874 0.3871 2.7996
H -2.6934 4.0136 0.2897
H -0.7845 1.8643 -5.0332
H 3.3071 3.1731 0.4837
H -4.1947 -0.4758 5.6835
H -2.6482 -2.8520 -0.0013
H -4.7083 1.8084 -0.4084
H -1.2427 -2.4429 1.6226
H -1.7710 0.4951 -4.4919
H 2.8500 4.6846 -0.3193
H -1.1676 -3.4943 6.0339
H 1.2500 0.7675 -4.0593
H 1.2816 3.3667 -1.8125
H -3.1289 -2.2419 -1.6022
H -0.5307 0.2552 -5.7293
```

Output
E in eV: -136912.2468
Molecular weight in g/mol: 805.4
2S+1: 3

---

# 2
A 2-piece molecular cluster, C3H4ClNO overall in a non-equilibrium geometry. Source: OMol25; level of theory: the ωB97M-V functional and the def2-TZVPD basis.

```
10
C3H4ClNO (the ωB97M-V functional and the def2-TZVPD basis)
Cl -1.2896 1.4487 0.1668
O 1.6881 0.6324 1.2888
N 1.5745 0.7902 0.1494
C -1.0691 -0.1252 0.7274
C 1.5146 0.9613 -0.9612
C -1.0723 -1.1683 -0.1012
H -0.7359 -2.1307 0.2043
H -0.8760 -0.2831 1.7232
H -1.0637 -1.1030 -1.1371
H 1.3295 0.9777 -2.0604
```

Output
E in eV: -19227.3451
Molecular weight in g/mol: 105.5
2S+1: 3

---

# 3
A 14-piece molecular cluster, C52H78N14O4 overall in a non-equilibrium geometry. Source: OMol25; level of theory: the ωB97M-V functional and the def2-TZVPD basis.

```
148
C52H78N14O4 (the ωB97M-V functional and the def2-TZVPD basis)
O 2.3330 -0.7071 -4.0592
O -3.3893 -2.2628 2.1852
O -0.1741 7.4595 2.4100
O 3.2790 -2.6827 -1.2342
N -3.7596 3.3410 3.6368
N -1.1992 -5.4905 -4.7613
N -0.7537 3.9635 -2.6431
N 0.2103 5.3608 1.5752
N 0.9493 -4.9182 4.3284
N 2.4886 -2.6376 -5.3597
N 2.2508 3.5581 -4.5543
N 4.7611 -2.1276 0.4042
N 4.5623 1.8063 -0.1294
N -4.9009 0.1035 -3.4378
N 1.5151 2.1029 5.7877
N -3.4234 -1.4060 4.3489
N 0.8897 -0.3118 -1.4222
N -1.7203 -4.8399 0.2848
C -1.8382 -5.1749 -5.8860
C -2.4219 -6.0083 0.1188
C -4.3095 1.6871 2.1455
C 2.5018 5.0148 -2.8014
C -1.5878 3.0742 -2.0437
C -0.5344 2.8125 5.5761
C -1.1494 -4.4239 -3.9470
C -3.7759 -0.1073 -2.6711
C -4.7130 2.3636 3.3068
C -0.4270 -6.0745 -1.0565
C 3.9414 1.7890 2.0732
C -1.8607 -3.3745 -4.4907
C 3.0765 -3.9916 -5.3138
C 3.5461 -2.3086 -0.0797
C 1.5341 -2.7504 4.1501
C 0.7372 -3.0520 3.0525
C 0.9685 4.1141 1.5850
C 4.4681 3.0331 1.7156
C 0.9647 1.4413 4.7329
C -0.5837 5.6024 0.3893
C -5.4404 0.5551 -1.3129
C -0.1170 0.5801 0.3559
C -5.8589 0.6731 -2.6181
C -0.6915 -0.6677 0.0361
C -2.8418 3.3497 2.6158
C 2.7208 -1.8807 -4.2867
C 2.4399 4.8591 -4.2027
C -4.1071 0.0123 -1.3259
C 0.2839 6.3436 2.5169
C 0.3997 -4.4102 3.1517
C 0.8613 0.8051 -0.6107
C 3.9665 1.0635 0.8931
C -0.3616 1.7879 4.6668
C -1.4463 5.0213 -3.0696
C -4.8357 -1.8264 4.5099
C -2.7633 -0.7292 5.4309
C 5.0249 -1.9376 1.7968
C 2.4489 3.7199 -2.3157
C -3.2178 2.3650 1.6601
C -0.0958 -1.1650 -1.0774
C -1.6030 -6.8059 -0.7356
C 1.7112 -3.9425 4.8788
C -2.7940 4.8069 -2.7695
C 0.6066 2.9343 6.3465
C -2.8540 3.6381 -2.0292
C -0.5003 -4.8679 -0.3409
C 4.8312 3.0408 0.3781
C -2.3157 -3.8737 -5.7061
C 5.9144 -2.1681 -0.4548
C -2.8379 -1.6175 3.1381
C 1.8298 -2.0974 -6.5243
C 2.1657 2.8271 -3.3471
H 2.2626 -4.3025 5.7349
H -1.1607 2.2255 -1.5302
H -4.9481 -2.6081 5.2611
H -3.0231 -1.1223 6.4138
H -1.8203 -5.8430 -6.7344
H 0.8150 3.5176 7.2312
H 0.8721 6.0235 3.3908
H 0.2477 3.8485 -2.7059
H 6.4817 -1.2385 -0.4105
H -1.0410 1.4553 3.8959
H 2.1032 1.7492 -3.3733
H 5.5031 -2.8869 2.0382
H -2.9781 -0.6556 -3.1499
H 5.6238 -2.3223 -1.4940
H 2.4640 1.9897 6.1144
H 3.6159 -4.0567 -6.2587
H -5.3768 -0.9620 4.8949
H 3.4687 0.1259 0.6946
H -0.2127 -2.1359 -1.5356
H 1.5313 -0.4704 -2.1860
H 2.2572 3.2185 -5.5055
H -3.8841 4.0787 4.3153
H -1.6857 -0.8742 5.3534
H -1.8750 -1.0861 3.0847
H 0.3743 3.2195 1.3985
H 0.2138 -4.0609 -0.2680
H -4.9305 -0.0782 -4.4308
H -1.4835 3.3271 5.6067
H -0.8231 5.7573 -3.5558
H 0.0905 5.6823 -0.4634
H -2.0412 4.0701 2.6964
H 0.9362 -5.8920 4.5960
H -3.6156 -0.3280 -0.4265
H 3.7279 -4.1867 -4.4619
H 0.4224 -2.4230 2.2329
H 1.8971 -1.7432 4.2919
H -1.8579 -7.7658 -1.1600
H 6.4775 -3.0083 -0.0485
H 1.5553 1.6268 -0.7084
H 1.5643 0.7831 4.1217
H 3.2600 -2.4732 -3.5314
H -1.9149 -4.1793 1.0236
H 5.3769 3.8309 -0.1163
H 3.4631 1.5379 3.0084
H -5.3385 -2.1643 3.6037
H -2.7738 2.2508 0.6823
H -0.2816 1.1046 1.2855
H 2.4239 -1.9971 -7.4327
H -3.2976 -6.1585 0.7328
H -3.6598 5.4472 -2.8516
H 4.6237 3.8125 2.4469
H -2.8657 -3.3773 -6.4919
H 0.4128 -6.3732 -1.6662
H 2.7672 -2.0364 0.6493
H -1.3627 4.8594 0.2185
H -5.8845 0.8541 -0.3749
H -3.7913 3.3096 -1.6051
H 4.8968 1.6208 -1.0642
H -5.5599 2.1336 3.9362
H -1.9662 -2.3552 -4.1497
H 1.4013 -1.1402 -6.2274
H 2.6511 5.9499 -2.2820
H 1.5133 4.0561 2.5273
H 5.6639 -1.1549 2.2055
H -0.6348 -4.4487 -2.9979
H -0.1708 -5.0392 2.4843
H -3.0280 0.3269 5.4830
H -4.7759 0.8633 1.6257
H 4.0875 -1.9634 2.3525
H 1.7338 4.1796 0.8116
H -1.4178 -1.1394 0.6813
H 2.6248 5.6521 -4.9122
H 2.3931 3.4093 -1.2828
H -0.7902 -6.4047 -4.6309
H 1.0806 -2.8139 -6.8610
H -6.7712 1.0711 -3.0372
H 2.2235 -4.6613 -5.2046
H -1.0385 6.5918 0.4380
```

Output
E in eV: -84236.0691
Molecular weight in g/mol: 963.3
2S+1: 1

---

# 4
One molecule with the formula C25H27N3O5S2 in a non-equilibrium geometry. Source: OMol25; level of theory: the ωB97M-V functional and the def2-TZVPD basis.

```
62
C25H27N3O5S2 (the ωB97M-V functional and the def2-TZVPD basis)
S -4.6710 1.5709 0.3166
S 3.3724 1.1672 -0.7833
O -6.1612 -0.6609 0.2156
O -4.6908 -2.2578 -0.3548
O -1.7698 5.5316 -0.0621
O 3.1627 0.3046 -1.9126
O 4.4332 2.1301 -0.8656
N -2.8972 3.6066 0.1536
N 3.5527 0.2906 0.5992
N -2.1840 1.4104 -0.3099
C -0.7809 -3.1166 -0.7375
C -4.9302 -1.1046 -0.0911
C 2.9158 -1.0026 0.6736
C 1.8390 2.0767 -0.5286
C -7.2055 -1.6330 0.2141
C -8.4941 -0.9480 0.6262
C 0.0460 2.8327 0.8567
C -0.4928 3.5178 -0.2272
C -0.5706 -0.4698 -1.5040
C -1.7555 -2.2162 -0.3479
C -3.9895 0.0088 -0.0605
C -1.7326 4.3266 -0.0530
C 4.5286 0.6917 1.5805
C 0.4004 -1.3732 -1.8880
C 5.0267 -2.4501 0.5179
C 3.6756 -2.0874 -0.0930
C 0.1553 3.4997 -1.4564
C 1.3197 2.7655 -1.6075
C 5.9541 -1.2518 0.7295
C -2.6442 0.1323 -0.3637
C -1.6679 -0.8828 -0.7424
C -3.0857 2.2622 0.0264
C 0.2915 -2.7035 -1.5110
C 1.2180 2.1140 0.7040
C 5.5467 -0.3993 1.9327
H 3.8174 -1.7267 -1.1115
H -6.9384 -2.4381 0.9084
H 1.0436 -3.4143 -1.8192
H 4.8726 -2.9531 1.4769
H 1.8356 2.7158 -2.5532
H 1.6477 1.5793 1.5357
H 5.0376 1.5502 1.1405
H -0.4960 0.5668 -1.7925
H 6.4239 0.0952 2.3533
H -0.8620 -4.1498 -0.4336
H -7.2835 -2.0641 -0.7904
H 4.0198 1.0239 2.4976
H 1.2485 -1.0344 -2.4629
H 3.0483 -2.9805 -0.1305
H -9.3049 -1.6703 0.6313
H 2.8073 -1.2738 1.7276
H -8.3900 -0.5214 1.6203
H 5.9668 -0.6319 -0.1688
H 1.9174 -0.8981 0.2373
H 5.5174 -3.1632 -0.1484
H -2.5829 -2.5499 0.2543
H -8.7322 -0.1491 -0.0707
H -0.4507 2.8650 1.8147
H 6.9664 -1.6273 0.8937
H 5.1378 -1.0508 2.7083
H -0.2585 4.0492 -2.2880
H -3.7241 4.1691 0.3232
```

Output
E in eV: -62742.2796
Molecular weight in g/mol: 513.6
SMILES: CCOC(=O)c1sc(NC(=O)c2ccc(S(=O)(=O)N3CCCCCC3)cc2)nc1-c1ccccc1
2S+1: 1